24
Properties=species:S:1:pos:R:3:lowdin_charge:R:1 method="wB97M-V/def2-TZVPD" total_charge=-1 gap_ev=6.673 homo_energy_ev=-3.22 e_above_lowest_kcal_mol=61.2
C -1.57 -0.33 -0.56 -0.34
C -0.77 -1.40 -0.01 -0.76
S -1.66 -2.39 1.29 0.18
C -0.59 0.62 -1.22 -0.25
N -0.17 1.82 -0.38 -0.07
C 1.36 1.79 0.01 -0.14
C 1.82 0.90 1.18 -0.25
O 2.74 1.33 1.83 0.02
H -2.34 -0.70 -1.28 0.12
H -2.06 0.34 0.16 0.10
H 0.04 -0.99 0.57 -0.01
H -0.46 -2.09 -0.80 0.02
H 0.38 0.12 -1.65 0.12
H -1.02 1.31 -2.09 0.12
H -0.60 1.90 0.50 0.04
H 1.60 2.86 0.31 0.12
H 1.87 1.60 -0.89 0.08
H 1.32 -0.07 1.31 0.09
H -1.57 0.67 3.11 0.06
H -0.85 -0.39 2.39 -0.10
O -0.74 0.53 2.58 -0.10
H 1.74 -2.75 -1.80 0.03
H 0.39 -2.17 -2.03 -0.01
O 1.15 -2.52 -2.53 -0.08